A structure of composition C45H42AsN8OPPd. Source: the OMol25 dataset; level of theory: ωB97M-V/def2-TZVPD.

Summary:
lowest unoccupied orbital energy: -0.2 eV

Geometry as XYZ:
```
99
Properties=species:S:1:pos:R:3:mulliken_charge:R:1
Pd -2.083 -0.437 -0.555 -0.125
N -2.751 2.335 2.443 0.032
C -2.122 1.727 1.272 -1.458
N -2.816 0.519 0.923 0.861
C -3.761 -0.122 1.574 0.501
N -4.306 -1.259 1.090 -1.640
N -3.722 -1.548 -0.097 0.861
C -3.819 -2.671 -0.711 -0.840
C -3.048 -2.774 -1.965 0.874
C -3.320 -3.744 -2.920 -0.908
C -2.651 -3.705 -4.133 -0.389
C -1.740 -2.690 -4.371 -0.928
C -1.488 -1.777 -3.359 -0.470
N -2.090 -1.835 -2.177 0.333
C -4.161 0.409 2.882 0.571
C -5.040 -0.265 3.720 -0.333
C -5.344 0.233 4.975 -0.819
C -4.748 1.417 5.395 -0.498
C -3.867 2.100 4.574 -0.909
C -3.562 1.610 3.304 0.296
H -2.255 3.109 2.856 0.315
H -2.234 2.419 0.427 0.264
H -4.429 -3.489 -0.341 0.416
H -4.067 -4.498 -2.712 0.473
H -2.855 -4.450 -4.891 0.418
H -1.216 -2.605 -5.313 0.482
H -0.779 -0.971 -3.487 0.773
H -5.468 -1.192 3.363 0.531
H -6.027 -0.296 5.625 0.420
H -4.971 1.814 6.377 0.408
H -3.410 3.024 4.911 0.409
C -4.975 0.320 -4.707 -0.773
N -5.150 0.951 -3.409 0.181
C -6.365 1.073 -2.831 0.054
C -6.512 1.608 -1.602 -1.087
C -5.309 2.032 -0.949 1.005
N -4.120 1.925 -1.497 -0.326
C -3.979 1.358 -2.735 0.167
O -2.904 1.169 -3.277 -0.658
N -5.384 2.585 0.285 -0.356
H -5.954 0.097 -5.128 0.298
H -4.397 -0.598 -4.603 0.188
H -4.430 0.985 -5.373 0.283
H -7.205 0.715 -3.413 0.329
H -7.483 1.703 -1.142 0.351
H -6.229 2.500 0.820 0.237
H -4.524 2.735 0.791 0.212
C 3.097 -1.739 -0.856 -1.195
C 4.008 -0.610 -0.397 -0.753
As 5.774 -1.285 0.168 0.350
C 5.336 -1.966 1.950 0.243
C 4.247 -1.539 2.708 -0.065
C 4.003 -2.079 3.964 -0.804
C 4.847 -3.051 4.482 -0.505
C 5.934 -3.485 3.737 -0.579
C 6.170 -2.949 2.479 -0.622
C 6.526 0.460 0.644 0.158
C 7.350 1.069 -0.299 -0.280
C 7.881 2.331 -0.069 -0.601
C 7.601 2.994 1.117 -0.408
C 6.790 2.390 2.068 -0.714
C 6.255 1.131 1.832 0.063
P 1.364 -1.296 -1.356 0.032
C 0.720 -0.464 0.141 1.411
C 1.031 -1.015 1.331 -1.180
C 0.419 -0.536 2.555 -0.885
C -0.352 0.548 2.571 -1.205
C -0.639 1.343 1.331 0.869
C -0.317 0.579 0.010 -1.545
C 1.763 0.089 -2.494 1.048
C 1.804 -0.213 -3.855 -0.639
C 2.162 0.745 -4.793 -0.666
C 2.474 2.032 -4.382 -0.591
C 2.439 2.349 -3.030 -0.843
C 2.093 1.384 -2.095 -0.351
H 3.018 -2.522 -0.096 0.626
H 3.518 -2.232 -1.737 0.586
H 3.556 -0.018 0.398 0.167
H 4.219 0.075 -1.221 0.602
H 3.575 -0.782 2.327 0.595
H 3.151 -1.735 4.539 0.388
H 4.655 -3.472 5.461 0.388
H 6.595 -4.245 4.133 0.379
H 7.014 -3.302 1.897 0.374
H 7.583 0.552 -1.224 0.352
H 8.518 2.793 -0.813 0.376
H 8.018 3.976 1.303 0.374
H 6.573 2.900 2.998 0.384
H 5.630 0.670 2.586 0.303
H 1.705 -1.859 1.394 0.630
H 0.621 -1.069 3.478 0.510
H -0.765 0.904 3.509 0.452
H -0.065 2.287 1.375 0.550
H -0.097 1.275 -0.797 0.089
H 1.554 -1.219 -4.181 0.443
H 2.190 0.489 -5.845 0.421
H 2.742 2.786 -5.110 0.396
H 2.689 3.349 -2.700 0.433
H 2.090 1.640 -1.043 0.412
```

***

A structure of composition C45H42N6O5P2S4V at a distorted geometry. Source: the OMol25 dataset; level of theory: ωB97M-V/def2-TZVPD.

Summary:
charge: -2
lowest unoccupied orbital energy (spin up / spin down): 3.9 / 3.9 eV
multiplicity: 2

Geometry as XYZ:
```
105
Properties=species:S:1:pos:R:3:mulliken_charge:R:1
V 0.458 -1.036 -1.315 1.637
S 2.602 -0.069 -4.512 -0.552
C 1.947 1.055 -3.472 -0.198
N 1.359 0.912 -2.303 1.285
C 1.036 2.121 -1.750 -1.846
C 0.436 2.347 -0.517 0.809
C 0.311 3.635 -0.032 -0.143
C 0.701 4.733 -0.782 -1.018
C 1.243 4.547 -2.039 -0.642
C 1.423 3.258 -2.494 1.705
S 2.162 2.758 -3.972 -0.433
H 0.070 1.503 0.050 -1.450
H -0.092 3.792 0.959 0.289
H 0.575 5.730 -0.385 0.403
H 1.529 5.379 -2.664 0.401
N 0.124 -1.503 -3.212 -0.207
N -0.457 -2.787 -3.280 -0.442
C -1.065 -3.208 -2.099 0.154
O -1.768 -4.211 -2.095 -0.842
O -0.697 -2.596 -1.027 0.558
H -0.500 -0.787 -3.629 -0.245
H 0.967 -1.492 -3.809 0.334
H -1.092 -2.873 -4.082 0.496
C -1.918 0.153 1.377 -3.084
N -0.850 0.776 2.153 1.166
C 0.257 -0.133 2.328 -2.585
P 1.286 -0.592 0.819 4.312
C 2.195 -1.873 1.805 1.295
C 3.542 -1.799 2.142 -0.915
C 4.148 -2.806 2.874 -0.780
C 3.415 -3.899 3.302 -0.706
C 2.065 -3.974 2.994 -0.965
C 1.468 -2.981 2.242 0.011
C 2.597 0.689 0.782 0.047
C 2.497 1.956 1.349 -0.817
C 3.465 2.916 1.121 -0.492
C 4.551 2.637 0.310 -1.062
C 4.665 1.380 -0.265 -0.815
C 3.698 0.424 -0.034 -0.821
C -1.112 1.658 3.185 2.096
C -0.070 2.184 3.976 -0.471
C -0.301 3.042 5.030 -1.012
C -1.585 3.435 5.363 -0.609
C -2.623 2.970 4.574 -0.848
C -2.401 2.118 3.512 -0.553
P -1.933 -0.067 -0.639 3.480
C -2.678 1.595 -0.959 1.177
C -3.418 1.863 -2.109 -1.349
C -3.933 3.126 -2.350 -1.466
C -3.747 4.153 -1.443 -0.906
C -3.032 3.897 -0.287 -0.790
C -2.499 2.642 -0.058 -0.569
C -3.432 -1.104 -0.299 1.168
C -4.721 -0.641 -0.536 -0.888
C -5.823 -1.418 -0.221 -0.728
C -5.666 -2.670 0.345 -0.717
C -4.388 -3.147 0.573 -1.155
C -3.290 -2.370 0.258 0.199
H -2.872 0.634 1.590 0.419
H -2.011 -0.884 1.728 0.839
H -0.154 -1.100 2.666 0.566
H 0.955 0.202 3.097 0.676
H 4.126 -0.943 1.840 0.397
H 5.202 -2.729 3.105 0.413
H 3.894 -4.683 3.874 0.360
H 1.481 -4.819 3.335 0.444
H 0.423 -3.062 1.974 0.027
H 1.647 2.208 1.958 -0.134
H 3.355 3.896 1.565 0.406
H 5.297 3.394 0.115 0.342
H 5.506 1.150 -0.905 0.461
H 3.792 -0.552 -0.488 0.926
H 0.959 1.930 3.784 0.134
H 0.541 3.404 5.606 0.388
H -1.771 4.086 6.206 0.361
H -3.637 3.267 4.800 0.405
H -3.260 1.791 2.950 0.440
H -3.631 1.086 -2.824 0.897
H -4.494 3.304 -3.254 0.481
H -4.157 5.139 -1.621 0.340
H -2.879 4.685 0.440 0.445
H -1.947 2.494 0.852 -0.135
H -4.874 0.328 -0.985 0.252
H -6.816 -1.037 -0.424 0.412
H -6.532 -3.270 0.602 0.350
H -4.253 -4.133 0.999 0.426
H -2.300 -2.768 0.415 0.096
N 1.176 -4.208 -0.183 0.304
C 2.226 -3.737 -0.898 0.133
C 3.373 -4.535 -1.043 -1.109
C 4.475 -4.050 -1.711 -0.551
C 4.400 -2.772 -2.253 -0.889
C 3.240 -2.046 -2.067 -0.353
N 2.172 -2.483 -1.396 0.415
H 1.073 -5.206 -0.126 0.322
H 0.311 -3.663 -0.321 -0.430
H 3.363 -5.528 -0.615 0.439
H 5.363 -4.658 -1.825 0.391
H 5.218 -2.343 -2.810 0.501
H 3.144 -1.069 -2.523 -0.428
O -4.059 -0.162 -4.215 -0.805
S -2.656 -0.495 -3.994 1.155
O -2.275 -1.676 -4.767 -0.958
O -2.393 -0.730 -2.505 -0.992
S -1.440 0.997 -4.498 -0.478
```

***

Per-record relative energy (zero: lowest compared OMol25 entry of this formula, charge and spin), kcal/mol: 20.34; 41.99
Per-record calculated total energy, eV: -134921.8186; -154134.3891